15
Properties=species:S:1:pos:R:3 method="wB97M-V/def2-TZVPD" orbital_gap_ev=8.911 relative_energy_kj_mol=446.9 spin_multiplicity=1
C -1.77552 -0.21529 0.34929
C 0.99793 -0.68018 -0.22269
C -0.56792 0.53394 -0.13244
C 0.90614 0.29053 0.80015
C 2.07554 0.35015 -0.17872
N 0.87624 -1.85283 -0.72980
N -0.56326 1.56808 -0.86836
H 0.03067 -2.30908 -0.37922
H -1.50113 1.95071 -1.01263
H 0.60994 0.55700 1.80159
H -1.54627 -0.77882 1.25622
H -2.59889 0.47539 0.53920
H -2.09218 -0.92294 -0.42052
H 2.13104 1.10002 -0.95989
H 3.01765 -0.06668 0.15783

15
Properties=species:S:1:pos:R:3 method="wB97M-V/def2-TZVPD" smiles=CCc1c[nH]cn1 orbital_gap_ev=9.634 relative_energy_kj_mol=6.4 spin_multiplicity=1
C 0.26766 -1.04246 1.95366
C -0.69216 -0.97769 0.76600
C -0.30072 0.08491 -0.21962
C 0.66242 -0.02086 -1.17159
N 0.52713 1.10446 -1.96467
C -0.45642 1.85455 -1.40382
N -1.00357 1.25916 -0.38597
H -0.09833 -1.68329 2.75596
H 1.25999 -1.41686 1.67968
H 0.40097 -0.01799 2.31301
H -1.69099 -0.75095 1.14213
H -0.79463 -1.93210 0.24242
H 1.35783 -0.78496 -1.46814
H 1.30096 1.49180 -2.48120
H -0.74015 2.83227 -1.75786